No. 1
A molecular structure, C32H36MnN2O8P2S4. Source: OMol25; level of theory: ωB97M-V/def2-TZVPD.

energy relative to the best compared isomer or geometry (same formula, charge and spin) = 0.000 eV
frontier orbital gap (alpha / beta) = 6.73 / 6.33 eV

Geometry as ORCA input:
```
! RIJCOSX wB97M-V def2-TZVPD def2/J DEFGRID3
* xyz -2 2
Mn -0.6987 -2.4453 -0.4341
C -1.8506 -3.0194 1.2220
C -2.6782 -3.1639 0.0589
C -2.0744 -4.1480 -0.7687
C -0.8651 -4.5663 -0.1793
C -0.7176 -3.8692 1.0665
C 0.3954 -4.0210 2.0596
C 0.1097 -5.5092 -0.8154
C -2.6001 -4.6496 -2.0770
C -4.0075 -2.5238 -0.2099
C -2.1738 -2.2478 2.4648
H 0.7228 -3.0526 2.4419
H 1.2639 -4.4887 1.5971
H 0.0931 -4.6339 2.9162
H 0.2154 -5.2855 -1.8791
H -0.2097 -6.5529 -0.7110
H 1.0972 -5.4062 -0.3671
H -2.0811 -4.1828 -2.9149
H -3.6662 -4.4342 -2.1753
H -2.4645 -5.7316 -2.1491
H -4.0022 -1.9818 -1.1591
H -4.2753 -1.8183 0.5784
H -4.8077 -3.2706 -0.2581
H -1.2697 -1.8897 2.9605
H -2.7050 -2.8789 3.1865
H -2.8134 -1.3890 2.2597
O 2.9238 -3.2601 -2.4957
P 2.2878 -2.0001 -1.7236
O 3.3525 -1.0551 -1.3383
O 1.3110 -2.5169 -0.6895
O 1.3545 -1.3416 -2.9019
P 0.0721 -2.1644 -3.4502
O -0.3504 -1.2666 -4.7270
O 0.5395 -3.5112 -3.9031
O -1.0610 -2.0478 -2.4750
H 2.2024 -3.6671 -3.0250
H 0.2857 -1.4260 -5.4333
O -0.6997 -0.3290 -0.1771
S 0.1275 0.5284 0.7457
C -1.0274 1.1958 1.9934
C -2.2566 1.8431 1.4348
C -2.5285 3.1806 1.7152
C -3.6581 3.8025 1.2022
C -4.5312 3.0936 0.3895
C -4.2659 1.7621 0.0976
C -3.1410 1.1385 0.6165
C 0.3665 2.1111 -0.1367
C 0.6120 1.9364 -1.6050
C 1.7796 1.3574 -2.0798
C 1.9905 1.2230 -3.4435
C 1.0334 1.6631 -4.3440
C -0.1534 2.2103 -3.8756
C -0.3644 2.3384 -2.5121
H -0.4189 1.8775 2.5905
H -1.2476 0.3431 2.6313
H -1.8425 3.7364 2.3448
H -3.8519 4.8429 1.4338
H -5.4103 3.5777 -0.0186
H -4.9331 1.2010 -0.5454
H -2.9204 0.1133 0.3588
H 1.2094 2.5758 0.3831
H -0.5229 2.7206 0.0117
H 2.4998 0.9363 -1.3944
H 2.8844 0.7184 -3.7864
H 1.1891 1.5391 -5.4092
H -0.9259 2.5134 -4.5719
H -1.2997 2.7427 -2.1401
S 3.9046 4.9463 5.2618
C 3.0232 3.5980 4.7977
S 2.2125 2.5397 5.9006
C 1.6781 1.4816 4.5811
N 2.0602 1.9477 3.4209
N 2.8116 3.1111 3.5643
C 3.4046 3.5985 2.3641
C 3.3340 4.9419 2.0293
C 3.9302 5.3788 0.8552
C 4.5999 4.4866 0.0309
C 4.6655 3.1436 0.3775
C 4.0565 2.6920 1.5370
S 0.7706 0.0887 4.8903
H 2.8280 5.6311 2.6887
H 3.8703 6.4264 0.5869
H 5.0579 4.8321 -0.8874
H 5.1727 2.4353 -0.2642
H 4.0721 1.6441 1.8050
*
```


No. 2
A molecular structure, C32H37BClO2PRhSeSi. Source: OMol25; level of theory: ωB97M-V/def2-TZVPD.

energy relative to the best compared isomer or geometry (same formula, charge and spin) = 0.554 eV
frontier orbital gap (alpha / beta) = 6.35 / 6.35 eV

Geometry as ORCA input:
```
! RIJCOSX wB97M-V def2-TZVPD def2/J DEFGRID3
* xyz -1 1
Rh -0.8378 0.4670 -1.0523
Cl 1.5142 1.3867 -2.3589
C 2.6351 0.3824 -1.4989
C 3.9672 0.4928 -1.8897
C 4.9268 -0.3227 -1.3299
C 4.5501 -1.2784 -0.3982
C 3.2261 -1.3735 -0.0140
C 2.2341 -0.5192 -0.5083
P 0.4792 -0.7123 0.0960
C 0.6222 -0.5465 1.9312
C -0.5865 -0.3890 2.6078
C -0.6331 -0.2675 3.9889
C 0.5410 -0.2798 4.7253
C 1.7513 -0.4353 4.0676
C 1.7912 -0.5778 2.6874
C 0.4455 -2.5514 -0.0476
C 0.3101 -3.4124 1.0361
C 0.3241 -4.7907 0.8486
C 0.4846 -5.3221 -0.4216
C 0.6104 -4.4667 -1.5107
C 0.5798 -3.0941 -1.3258
H 4.2247 1.2200 -2.6476
H 5.9609 -0.2297 -1.6376
H 5.2840 -1.9575 0.0188
H 2.9364 -2.1575 0.6754
H -1.5023 -0.3795 2.0255
H -1.5892 -0.1487 4.4840
H 0.5145 -0.1690 5.8025
H 2.6769 -0.4421 4.6312
H 2.7538 -0.6855 2.2093
H 0.1889 -3.0144 2.0365
H 0.2116 -5.4465 1.7038
H 0.5005 -6.3955 -0.5669
H 0.7108 -4.8686 -2.5115
H 0.6329 -2.4308 -2.1816
C -2.8707 -4.0744 -2.6333
Si -3.1734 -2.3027 -2.0437
C -3.1649 -2.3371 -0.1589
C -4.9340 -1.8465 -2.5718
Se -1.7316 -0.8803 -3.0035
H -3.7262 -4.7148 -2.3918
H -1.9827 -4.4936 -2.1538
H -2.7141 -4.1002 -3.7142
H -4.1172 -2.7349 0.2103
H -3.0108 -1.3391 0.2473
H -2.3582 -2.9728 0.2166
H -5.6607 -2.5874 -2.2219
H -5.0056 -1.7792 -3.6600
H -5.2052 -0.8695 -2.1637
O 0.6125 3.6171 -0.7095
B 0.2202 2.6682 0.2714
O 1.3014 2.4882 1.1773
C 2.3292 3.2355 0.6946
C 3.6069 3.3644 1.1881
C 4.4729 4.2176 0.4997
C 4.0557 4.9049 -0.6314
C 2.7549 4.7696 -1.1232
C 1.9084 3.9272 -0.4401
H 3.9162 2.8174 2.0693
H 5.4874 4.3419 0.8575
H 4.7502 5.5571 -1.1463
H 2.4217 5.2957 -2.0082
C -3.5820 1.5937 0.2638
C -2.4412 2.6058 0.1020
C -2.6862 3.7650 1.0756
C -2.4600 3.1419 -1.3361
C -1.0962 1.9501 0.4069
H -4.5569 2.0792 0.1453
H -3.5476 1.1303 1.2543
H -3.5031 0.7979 -0.4798
H -3.6233 4.2841 0.8445
H -1.8698 4.4904 1.0209
H -2.7441 3.3985 2.1045
H -3.4686 3.4595 -1.6175
H -2.1540 2.3706 -2.0572
H -1.7822 3.9915 -1.4472
H -1.1072 1.4854 1.3881
*
```


No. 3
A molecular structure, C32H38AuN6OSe at a distorted geometry. Source: OMol25; level of theory: ωB97M-V/def2-TZVPD.

energy relative to the best compared isomer or geometry (same formula, charge and spin) = 0.000 eV
frontier orbital gap (alpha / beta) = 5.11 / 5.11 eV

Geometry as ORCA input:
```
! RIJCOSX wB97M-V def2-TZVPD def2/J DEFGRID3
* xyz 3 1
Au 0.0087 0.7139 2.2536
O 0.5138 0.7342 4.4119
C 1.9084 0.9532 4.6738
C 2.6829 0.4695 3.4802
C 4.0478 0.2601 3.5873
C 4.7773 -0.1026 2.4701
C 4.1121 -0.2498 1.2574
C 2.7545 -0.0446 1.2170
N 2.0428 0.2996 2.3073
H -0.0362 1.0984 5.1199
H 2.1997 0.3935 5.5627
H 2.1102 2.0142 4.8383
H 4.5267 0.3880 4.5493
H 5.8447 -0.2651 2.5402
H 4.6378 -0.5246 0.3543
H 2.1973 -0.1530 0.3014
C -0.9838 -5.1364 4.0933
C 0.0179 -4.3412 3.5486
C -0.2702 -3.0308 3.2126
C -1.5588 -2.5339 3.4236
C -2.5693 -3.3271 3.9763
C -2.2655 -4.6326 4.3066
N -1.7370 -1.1864 3.0402
N -2.8769 -0.7162 3.2081
C -2.9837 0.6639 2.8650
C -4.2468 1.2182 3.0340
C -4.4359 2.5680 2.8110
C -3.3428 3.3445 2.4331
C -2.1210 2.7352 2.2699
N -1.9416 1.4097 2.4683
H -0.7660 -6.1628 4.3581
H 1.0089 -4.7443 3.3924
H 0.4926 -2.3860 2.7910
H -3.5610 -2.9343 4.1437
H -3.0270 -5.2704 4.7342
H -5.0430 0.5624 3.3572
H -5.4108 3.0163 2.9506
H -3.4283 4.4105 2.2753
H -1.2442 3.3081 2.0017
C 0.8448 -2.7607 -4.8915
C -0.1604 -2.2239 -3.8815
C 0.2248 -2.4914 -2.4301
C 1.4346 -1.7205 -1.9112
N 1.2335 -0.2508 -1.9878
C 0.3220 0.4364 -1.2427
Se -0.6692 -0.3079 0.1205
N 0.2558 1.7038 -1.7295
C -0.6727 2.7495 -1.2631
C -2.1150 2.5542 -1.7149
C -2.3428 2.5059 -3.2266
C -2.0046 1.1766 -3.8957
C 1.1481 1.8450 -2.7521
C 1.4445 2.9372 -3.5794
C 2.3671 2.7117 -4.5642
C 2.9977 1.4438 -4.7390
C 2.7097 0.3684 -3.9451
C 1.7619 0.5817 -2.9321
H 0.5026 -2.6038 -5.9132
H 0.9910 -3.8338 -4.7581
H 1.8251 -2.2886 -4.8166
H -1.1289 -2.6938 -4.0593
H -0.3363 -1.1529 -4.0337
H 0.4737 -3.5496 -2.3089
H -0.6205 -2.3121 -1.7560
H 2.3334 -1.9255 -2.4887
H 1.6432 -1.9568 -0.8688
H -0.2694 3.6801 -1.6597
H -0.5653 2.7904 -0.1818
H -2.6491 3.4113 -1.2943
H -2.5435 1.6669 -1.2397
H -1.8047 3.3321 -3.7023
H -3.3979 2.7198 -3.4007
H -0.9352 1.0323 -4.0628
H -2.4753 1.1046 -4.8754
H -2.3749 0.3326 -3.3062
H 0.9639 3.8979 -3.4615
H 2.6351 3.5088 -5.2445
H 3.7240 1.3472 -5.5347
H 3.1951 -0.5854 -4.0864
*
```


| no. | E_tot (eV) |
| --- | --- |
| 1 | -146378.7228 |
| 2 | -136606.1147 |
| 3 | -113801.7463 |